(1)
Density functional theory data (wB97M-V/def2-TZVPD) for a molecular structure, C5H13N in a non-equilibrium geometry.

Properties
**Largest force on an atom**: 5.61 eV Å⁻¹
**2S+1**: 1
**Total energy**: -252.85808 Ha
**Total charge**: 0
**HOMO-LUMO gap**: 7.90 eV

Last column: Mulliken charge in e.
Cartesian coordinates (Å):
C1 3.350286 -0.008890 -0.266505  -0.703
N1 2.160827 0.559314 0.367367  -0.563
C2 -0.658969 -0.454751 -0.591694  -0.797
C3 -1.592053 -0.673161 0.357305  0.302
C4 -1.908653 0.155462 -1.363165  -1.057
C5 -1.742329 0.285710 1.545360  -1.063
H1 4.213491 0.086804 0.395380  0.334
H2 3.293105 -1.112636 -0.590551  0.211
H3 3.574776 0.675790 -1.117523  0.248
H4 2.073940 0.228913 1.305127  0.257
H5 -0.232056 -1.222614 -1.293215  0.304
H6 1.276812 0.201651 -0.073931  0.243
H7 -2.218085 -1.627446 0.406483  0.404
H8 -2.989400 -0.121278 -1.469396  0.360
H9 -2.007503 1.311975 -1.187240  0.226
H10 -1.534111 0.227384 -2.405529  0.351
H11 -2.805793 0.483171 1.862973  0.330
H12 -1.117173 -0.161067 2.298862  0.318
H13 -1.343487 1.287931 1.209191  0.295

Forces on atoms 1 to 2 (eV/Å):
0.09 -0.16 -0.76
-0.93 -0.69 -0.69

***

(2)
Density functional theory data (wB97M-V/def2-TZVPD) for 2 unconnected molecules or ions with the total composition C5H13N2.

Properties
**Largest force on an atom**: 0.72 eV Å⁻¹
**2S+1**: 1
**Total energy**: -307.52476 Ha
**Total charge**: +1
**HOMO-LUMO gap**: 7.18 eV

Last column: Mulliken charge in e.
Cartesian coordinates (Å):
C1 1.620886 0.539981 -3.203453  -1.061
C2 1.774972 0.426134 -1.686612  -0.342
C3 -0.239894 -0.305328 -0.484869  -0.141
N1 0.784960 -0.554577 -1.191141  -0.007
H1 1.725595 -0.445723 -3.657496  0.366
H2 0.641456 0.940324 -3.465024  0.333
H3 2.370699 1.222509 -3.596788  0.331
H4 2.756513 0.042258 -1.419417  0.316
H5 1.550573 1.373677 -1.202335  0.275
H6 -0.932263 -1.084298 -0.198488  0.383
H7 -0.415064 0.708531 -0.147071  0.180
H8 0.968830 -1.517897 -1.466722  0.324
C4 -1.798388 -1.264672 2.205928  -0.943
C5 -1.036829 -0.211931 2.501144  -0.041
N2 -1.343189 1.140387 2.347810  -0.487
H9 -2.772264 -1.164970 1.739626  0.343
H10 -1.407426 -2.254887 2.386554  0.324
H11 -0.085108 -0.347634 3.007142  0.314
H12 -2.089412 1.339924 1.690824  0.269
H13 -0.552821 1.753293 2.196487  0.263

Forces on atoms 1 to 2 (eV/Å):
-0.11 -0.04 0.26
-0.42 0.01 -0.44

***

(3)
Density functional theory data (wB97M-V/def2-TZVPD) for a gas-phase ion, C5H13N2 (charge +1) in a non-equilibrium geometry.

Properties
**Largest force on an atom**: 3.89 eV Å⁻¹
**2S+1**: 1
**Total energy**: -307.39696 Ha
**Total charge**: +1
**HOMO-LUMO gap (alpha / beta)**: 9.57 / 8.52 eV

Last column: Mulliken charge in e.
Cartesian coordinates (Å):
C1 -0.380154 -1.068905 -0.626722  -0.506
C2 -0.023028 1.078956 0.208176  -0.083
C3 0.697656 1.778577 1.391128  -1.106
C4 -1.746154 -1.623225 1.403795  -1.005
C5 1.142033 0.506019 -1.836170  -0.685
N1 -0.570190 -1.303923 0.799336  -0.312
N2 0.658739 -0.008735 -0.540384  -0.058
H1 0.041672 -1.914310 -1.217753  0.391
H2 -1.063680 -0.632429 -1.340167  0.441
H3 -0.979906 1.428013 -0.283025  0.391
H4 0.636325 2.900797 1.196465  0.330
H5 1.723706 1.510827 1.492048  0.378
H6 0.207311 1.589314 2.300646  0.320
H7 -2.634173 -1.443683 0.915623  0.412
H8 -1.652764 -2.610564 1.636938  0.410
H9 -1.610713 -1.228763 2.380627  0.367
H10 1.407492 -0.361229 -2.427501  0.333
H11 0.284772 1.056206 -2.300263  0.315
H12 2.012629 1.186978 -1.747908  0.313
H13 1.277738 -0.471683 0.083735  0.353

Forces on atoms 1 to 2 (eV/Å):
0.47 -0.65 -0.47
0.09 0.33 1.36